1.
{
  "formula": "C4H12",
  "method": "ωB97M-V with the def2-TZVPD basis set",
  "max_force_ev_per_a": 9.465,
  "homo_ev": -10.997,
  "total_charge": 0,
  "smiles": "CC.CC",
  "lumo_ev": 1.094,
  "total_energy_ha": -159.5343,
  "e_above_lowest_kcal_mol": 31.8,
  "gap_ev": 12.0916,
  "symbols": ["C", "H", "C", "H", "H", "H", "H", "H", "H", "H", "C", "H", "C", "H", "H", "H"],
  "coordinates": [[-0.4091, -2.0857, -1.8909], [-1.4827, 2.0150, 0.6322], [-0.5065, 1.4860, 0.9693], [0.4111, 3.2596, 1.7822], [-0.4627, -1.3807, -2.7974], [0.2275, 1.4894, 0.1025], [-0.6832, 0.4383, 1.0872], [-0.8236, 2.2878, 2.8979], [-0.1756, -3.0708, -2.4311], [-1.3060, -2.0815, -1.5462], [0.0780, 2.2599, 2.1925], [0.6696, -0.6120, -0.6823], [0.8131, -1.6228, -1.1526], [0.8413, 1.6214, 2.5881], [0.9528, -2.2151, -0.2105], [1.8559, -1.7887, -1.5408]],
  "forces_ev_per_angstrom": [[6.697, -0.115, -6.687], [1.610, -1.054, 0.325], [-0.084, 1.916, -1.812], [-0.263, -1.070, 1.143], [-0.200, -0.847, 0.963], [-0.872, 0.380, 0.829], [-0.416, -0.611, 0.698], [1.676, 0.566, -0.512], [-0.573, 1.057, 1.036], [-5.355, -0.054, 3.196], [-2.402, -0.374, -1.215], [0.434, -0.602, -1.028], [0.847, -0.175, 3.582], [0.733, 0.283, 0.566], [-0.430, 0.077, -0.432], [-1.402, 0.625, -0.650]],
  "nbo_charge": [-0.590, 0.198, -0.603, 0.213, 0.192, 0.194, 0.202, 0.205, 0.200, 0.200, -0.614, 0.207, -0.628, 0.206, 0.196, 0.223]
}



2.
{
  "formula": "C2H8NO",
  "method": "ωB97M-V with the def2-TZVPD basis set",
  "max_force_ev_per_a": 3.156,
  "homo_ev": -16.343,
  "total_charge": 1,
  "lumo_ev": -5.235,
  "total_energy_ha": -210.7091,
  "e_above_lowest_kcal_mol": 27.6,
  "gap_ev": 11.1079,
  "symbols": ["H", "C", "N", "H", "H", "H", "C", "H", "O", "H", "H", "H"],
  "coordinates": [[-2.6247, -0.4205, -0.7389], [0.3988, 1.2919, 0.4391], [0.4557, 0.0359, 0.2499], [-0.3939, 1.9362, 0.0657], [1.4715, -0.7268, 1.9051], [0.0148, -0.2270, -0.6438], [1.4138, -0.9183, 0.8193], [2.3932, -0.8361, 0.3660], [-1.8473, -0.2304, -1.2511], [0.8851, -1.8630, 0.7978], [0.8089, 1.7632, 1.3383], [-2.0500, -0.0444, -2.1543]],
  "forces_ev_per_angstrom": [[-0.717, -0.103, -0.103], [-1.389, 0.521, 2.786], [1.247, 1.140, -2.157], [0.268, -0.468, -1.240], [0.301, 0.281, -0.481], [-0.695, -0.497, 0.588], [-1.080, 0.255, 1.903], [-0.080, -0.311, -0.309], [1.477, 0.079, 0.748], [0.570, -0.469, -0.596], [0.813, -0.486, -0.341], [-0.717, 0.058, -0.799]],
  "nbo_charge": [0.504, 0.129, -0.380, 0.242, 0.240, 0.469, -0.444, 0.258, -0.988, 0.250, 0.218, 0.503]
}